1.
{
  "formula": "C7H11N",
  "method": "ωB97M-V with the def2-TZVPD basis set",
  "symbols": ["C", "C", "C", "C", "C", "C", "C", "H", "H", "H", "H", "H", "H", "H", "H", "H", "H", "H", "N"],
  "coordinates": [[1.2401, -1.2347, 0.0893], [1.7072, 0.1333, -0.5403], [0.7894, 1.1836, -0.0179], [-0.8383, 1.1722, 0.0896], [-1.9153, 0.1015, -0.5933], [-0.1994, -0.9018, 0.2124], [-0.0543, 0.4560, 0.9996], [1.6537, -1.1133, 1.0723], [1.6288, -2.0446, -0.4570], [2.6476, 0.3002, 0.0012], [1.6976, -0.0236, -1.5506], [1.0806, 2.1674, 0.2178], [-1.2727, 2.1895, 0.1083], [-1.9393, -0.1760, -1.6815], [-2.9619, 0.4229, -0.4241], [-1.7963, -1.0862, 1.1383], [-0.0029, -0.7671, -0.9623], [0.0561, 0.3823, 2.0969], [-1.5209, -1.1615, 0.2013]],
  "mulliken_charge": [-0.950, -0.918, -0.596, -0.074, -0.595, 0.308, -0.577, 0.379, 0.398, 0.306, 0.571, 0.515, 0.392, 0.257, 0.367, 0.292, 0.019, 0.491, -0.586],
  "largest_force_ha_per_bohr": 0.1041,
  "de_lowest_kcal_mol": 154.3,
  "orbital_gap_ev": 9.8
}

***

2.
{
  "formula": "C7H11N",
  "method": "ωB97M-V with the def2-TZVPD basis set",
  "symbols": ["C", "C", "C", "C", "C", "C", "C", "H", "H", "H", "H", "H", "H", "H", "H", "H", "H", "H", "N"],
  "coordinates": [[2.4282, 0.1263, 0.3927], [-0.5859, 0.3966, 1.2451], [-0.7795, -0.9498, 0.9507], [-1.3215, -1.4241, -0.2513], [-1.9082, -0.4200, -0.9500], [-1.5810, 1.0114, -0.7967], [-0.9802, 1.3940, 0.3376], [3.0039, 0.4694, -1.7214], [4.1289, -0.4528, -0.6491], [2.9090, -0.5249, 1.1702], [2.4605, 1.1824, 0.6343], [1.4401, -0.2535, 0.5550], [-0.4014, 0.5017, 2.3262], [-0.4550, -1.6265, 1.6970], [-1.3484, -2.4001, -0.3900], [-2.4842, -0.6765, -1.8945], [-1.9718, 1.8272, -1.4958], [-0.6586, 2.4349, 0.4534], [3.1065, -0.1840, -0.8935]],
  "mulliken_charge": [-0.163, -0.412, -0.236, -0.591, -0.380, -0.308, -0.198, 0.195, 0.224, 0.293, 0.210, -0.195, 0.296, 0.385, 0.549, 0.255, 0.284, 0.347, -0.555],
  "largest_force_ha_per_bohr": 0.1128,
  "de_lowest_kcal_mol": 54.9,
  "orbital_gap_ev": 9.6
}

***

3.
{
  "formula": "C7H11N",
  "method": "ωB97M-V with the def2-TZVPD basis set",
  "symbols": ["C", "C", "C", "C", "C", "C", "C", "N", "H", "H", "H", "H", "H", "H", "H", "H", "H", "H", "H"],
  "coordinates": [[1.7233, -0.9864, 0.3128], [-2.1112, -0.3620, -0.0659], [0.5182, 0.9172, -0.8998], [0.4653, -0.3865, -0.2843], [-0.7759, -0.3124, 0.6110], [0.6960, 2.2016, -1.0374], [-0.6634, -0.2766, 1.9398], [0.2104, -0.4396, -1.7048], [0.9882, -0.6407, -2.3245], [2.5168, -0.9864, -0.4347], [1.5101, -2.0043, 0.6357], [2.0760, -0.4094, 1.1669], [-2.6851, -1.2136, 0.2931], [-2.0862, -0.4672, -1.1491], [-2.6615, 0.5684, 0.1151], [0.8567, 2.6464, -2.0089], [0.6701, 2.8671, -0.1874], [0.2804, -0.2962, 2.4584], [-1.5283, -0.4194, 2.5640]],
  "mulliken_charge": [-1.567, -1.259, -0.146, 1.610, 0.597, -0.823, -1.204, -0.728, 0.312, 0.419, 0.356, 0.313, 0.361, 0.359, 0.291, 0.256, 0.270, 0.245, 0.338],
  "largest_force_ha_per_bohr": 0.0705,
  "de_lowest_kcal_mol": 83.8,
  "orbital_gap_ev": 9.7
}

***

4.
{
  "formula": "C7H11N",
  "method": "ωB97M-V with the def2-TZVPD basis set",
  "symbols": ["C", "C", "C", "C", "C", "C", "C", "N", "H", "H", "H", "H", "H", "H", "H", "H", "H", "H", "H"],
  "coordinates": [[0.0672, 0.1574, 2.0057], [-0.5925, -1.3345, -0.8732], [0.4001, -0.5565, -0.4785], [-0.1910, -2.5724, -1.6578], [1.3495, 1.7334, 0.5929], [-1.2288, 1.5605, 0.4068], [0.0573, 0.8999, 0.7587], [0.1491, -0.4701, 2.9662], [-1.5955, -1.1825, -0.5429], [1.5062, -0.5469, -0.5304], [0.0132, -3.5111, -0.9844], [-0.9572, -2.8585, -2.5213], [0.7445, -2.4070, -2.0025], [1.3205, 2.6277, 1.3826], [2.2308, 1.2722, 0.7010], [1.2493, 2.2470, -0.2613], [-1.9585, 0.7446, 0.6451], [-1.3856, 2.4759, 1.1278], [-1.1784, 1.7210, -0.7346]],
  "mulliken_charge": [0.207, 0.094, -0.402, -1.132, -1.868, -1.195, 1.124, -0.540, 0.304, 0.214, 0.239, 0.273, 0.378, 0.320, 0.504, 0.516, 0.309, 0.349, 0.306],
  "largest_force_ha_per_bohr": 0.1316,
  "de_lowest_kcal_mol": 85.6,
  "orbital_gap_ev": 10.6
}